Entry 1:
{"formula": "C4H4O", "method": "ωB97M-V/def2-TZVPD", "species": ["C", "C", "C", "C", "O", "H", "H", "H", "H"], "positions_angstrom": [[1.649, 0.479, 0.570], [0.895, -0.416, 0.237], [-0.379, -0.886, -0.276], [-1.006, 0.533, -0.238], [-1.834, 0.873, 0.574], [2.425, 1.082, 0.950], [-0.269, -1.369, -1.261], [-0.911, -1.561, 0.405], [-0.570, 1.266, -0.961]], "homo_energy_ha": -0.362, "energy_ev": -6257.4207, "spin_multiplicity": 1, "total_charge": 0, "e_above_lowest_ev": 1.959, "max_force_ev_per_a": 1.78, "smiles": "C#CCC=O", "homo_lumo_gap_ha": 0.3959}

Entry 2:
{"formula": "C9H10INO2", "method": "ωB97M-V/def2-TZVPD", "species": ["C", "C", "C", "C", "C", "C", "C", "C", "C", "N", "O", "O", "I", "H", "H", "H", "H", "H", "H", "H", "H", "H", "H"], "positions_angstrom": [[1.357, 3.577, 0.626], [0.780, 2.829, -0.241], [-0.146, 2.249, -0.922], [-0.591, 1.319, -1.975], [-1.549, 0.138, 0.547], [-0.910, -0.654, -0.609], [-0.949, 0.613, 1.612], [0.569, -0.930, -0.458], [-1.722, -1.969, -0.878], [1.883, 4.398, 1.392], [-1.435, 2.387, -1.491], [-0.962, 0.039, -1.888], [-3.591, 0.402, 0.344], [-0.213, 1.442, -2.918], [-1.388, 1.321, 2.366], [2.739, 4.587, 1.805], [0.154, 0.450, 1.799], [0.896, -1.274, -1.507], [0.909, -1.620, 0.278], [1.125, -0.039, 0.004], [-2.657, -1.611, -1.352], [-1.922, -2.550, -0.061], [-1.245, -2.467, -1.702]], "homo_energy_ha": [-0.223, -0.323], "energy_ev": -23172.2923, "spin_multiplicity": 3, "total_charge": 0, "max_force_ev_per_a": 4.53, "homo_lumo_gap_ha": [0.2467, 0.2326]}

Entry 3:
{"formula": "C8H20ClNO", "method": "ωB97M-V/def2-TZVPD", "species": ["C", "C", "N", "C", "C", "C", "C", "C", "O", "C", "H", "H", "H", "H", "H", "H", "H", "H", "H", "H", "H", "H", "H", "H", "H", "H", "H", "H", "H", "H", "Cl"], "positions_angstrom": [[-78.693, -125.622, -39.471], [-78.097, -124.740, -38.393], [-78.857, -123.613, -37.992], [-79.226, -122.714, -39.110], [-80.235, -123.991, -37.411], [-80.280, -124.725, -36.059], [-78.109, -122.829, -36.930], [-76.860, -122.105, -37.488], [-76.219, -121.577, -36.321], [-76.753, -120.247, -35.987], [-78.808, -125.106, -40.401], [-79.495, -126.054, -39.339], [-78.029, -126.407, -39.707], [-76.951, -124.498, -38.724], [-78.020, -125.370, -37.530], [-79.819, -123.096, -39.798], [-78.281, -122.410, -39.543], [-79.983, -121.859, -38.834], [-80.877, -124.442, -38.090], [-80.724, -123.058, -37.156], [-80.285, -125.774, -36.301], [-81.203, -124.576, -35.600], [-79.550, -124.838, -35.255], [-77.742, -123.360, -36.044], [-78.763, -122.298, -36.564], [-77.036, -121.370, -38.265], [-76.166, -122.723, -38.121], [-76.188, -119.910, -35.254], [-77.697, -120.238, -35.729], [-76.758, -119.281, -36.676], [-80.451, -119.830, -36.945]], "homo_energy_ha": -0.264, "energy_ev": -24674.5560, "spin_multiplicity": 1, "total_charge": 0, "e_above_lowest_ev": 3.900, "max_force_ev_per_a": 9.75, "homo_lumo_gap_ha": 0.2663}

Entry 4:
{"formula": "C4H12N3O", "method": "ωB97M-V/def2-TZVPD", "species": ["C", "C", "C", "C", "N", "N", "N", "O", "H", "H", "H", "H", "H", "H", "H", "H", "H", "H", "H", "H"], "positions_angstrom": [[-1.145, 1.219, -0.721], [-1.352, 1.738, -2.085], [0.152, -1.549, 1.540], [1.289, -0.829, 0.896], [1.774, 0.217, 1.517], [-0.233, 0.432, -0.396], [1.792, -1.340, -0.233], [-2.013, 1.727, 0.167], [-2.449, 1.679, -2.517], [-0.825, 1.065, -2.784], [-1.116, 2.800, -2.031], [-0.049, -1.287, 2.501], [0.436, -2.640, 1.653], [-0.714, -1.295, 0.903], [2.428, 0.794, 0.939], [1.140, 0.588, 2.269], [0.449, 0.183, -1.127], [-2.023, 1.353, 1.053], [2.161, -0.707, -0.985], [1.478, -2.262, -0.643]], "homo_energy_ha": -0.518, "energy_ev": -10853.5989, "spin_multiplicity": 1, "total_charge": 1, "e_above_lowest_ev": 1.494, "max_force_ev_per_a": 3.48, "homo_lumo_gap_ha": 0.3891}

Entry 5:
{"formula": "C6H10Br2OS", "method": "ωB97M-V/def2-TZVPD", "species": ["C", "C", "C", "C", "C", "C", "O", "S", "Br", "Br", "H", "H", "H", "H", "H", "H", "H", "H", "H", "H"], "positions_angstrom": [[0.516, -1.479, 0.013], [2.619, 2.544, 1.156], [0.327, -0.218, -3.090], [3.576, 1.390, 1.523], [-0.729, -0.560, -2.157], [3.333, 0.262, 0.496], [-0.059, -0.559, -0.469], [1.140, -2.942, 0.218], [4.263, -1.395, 0.842], [3.076, 0.466, -1.305], [2.713, 3.404, 1.778], [1.578, 2.332, 1.288], [2.728, 2.929, 0.101], [-0.217, 0.064, -3.997], [0.917, 0.707, -2.814], [1.136, -0.955, -3.169], [3.485, 0.992, 2.467], [4.640, 1.647, 1.410], [-0.948, -1.579, -2.364], [-1.549, 0.030, -2.102]], "homo_energy_ha": [-0.293, -0.235], "energy_ev": -159346.5916, "spin_multiplicity": 1, "total_charge": 0, "e_above_lowest_ev": 4.856, "max_force_ev_per_a": 4.31, "homo_lumo_gap_ha": [0.3021, 0.2243]}